# 1
14 unconnected molecules or ions with the total composition C46H118BN8O21 at a distorted geometry, computed with wB97M-V/def2-TZVPD.

ORCA input file:
```
! RIJCOSX wB97M-V def2-TZVPD def2/J DEFGRID3
* xyz -1 1
O 13.599 13.783 12.707
C 13.908 14.941 12.650
O 14.886 15.456 11.867
B 14.950 16.934 12.192
O 13.832 17.282 13.097
C 13.380 16.130 13.524
O 12.665 16.049 14.520
O 14.956 17.633 10.952
C 16.140 18.185 10.763
O 16.549 18.841 9.818
C 16.954 18.095 12.048
O 16.259 17.265 12.815
O 17.952 18.628 12.404
C 14.635 10.010 8.756
C 14.330 11.482 8.933
O 15.496 12.222 8.640
H 13.705 9.473 9.017
H 15.506 9.694 9.255
H 14.851 9.854 7.705
H 14.022 11.732 9.947
H 13.445 11.700 8.331
H 15.257 13.165 8.522
C 11.625 14.741 17.319
C 11.714 15.390 18.709
O 13.123 15.451 19.101
H 10.596 14.497 17.048
H 12.091 13.736 17.252
H 11.958 15.414 16.550
H 11.269 14.710 19.475
H 11.310 16.384 18.668
H 13.518 16.168 18.569
C 14.869 20.421 12.957
C 13.629 21.118 13.518
O 12.770 20.137 14.160
H 14.794 19.848 12.040
H 15.361 19.868 13.738
H 15.590 21.252 12.597
H 13.024 21.530 12.701
H 13.839 21.993 14.212
H 13.285 19.400 14.556
C 10.663 19.226 8.980
C 10.916 20.177 10.241
O 9.947 19.972 11.265
H 9.779 19.479 8.453
H 10.622 18.192 9.408
H 11.486 19.342 8.314
H 10.747 21.272 9.923
H 11.953 20.168 10.582
H 9.990 18.996 11.481
C 11.803 10.411 12.798
C 11.015 11.754 12.998
O 11.492 12.469 14.131
H 12.836 10.503 12.392
H 11.375 9.675 12.077
H 11.851 9.886 13.800
H 9.944 11.620 13.160
H 11.037 12.308 12.041
H 12.431 12.669 14.106
C 9.598 14.869 10.245
C 9.264 15.781 11.406
C 9.086 14.792 12.629
O 8.819 15.684 13.742
C 8.913 15.074 15.000
N 10.265 16.848 11.659
H 8.795 14.238 10.016
H 10.432 14.199 10.532
H 9.860 15.354 9.273
H 8.326 16.301 11.181
H 10.026 14.251 12.781
H 8.281 14.018 12.463
H 8.819 15.902 15.693
H 9.841 14.448 15.086
H 8.088 14.339 15.230
H 10.359 16.906 12.662
H 11.103 16.374 11.410
C 15.379 22.610 7.538
C 15.290 21.810 8.857
C 14.792 22.614 9.995
O 15.744 23.533 10.474
C 15.241 24.262 11.616
N 14.342 20.715 8.650
H 14.378 23.017 7.352
H 15.527 22.002 6.613
H 16.046 23.466 7.532
H 16.276 21.421 9.113
H 14.519 21.856 10.700
H 13.881 23.145 9.736
H 16.066 24.793 12.188
H 14.792 23.507 12.285
H 14.489 24.999 11.375
H 14.146 20.765 7.657
H 14.843 19.879 8.870
C 20.423 23.014 10.002
C 19.406 22.153 10.713
C 19.122 21.006 9.791
O 18.818 21.444 8.433
C 18.840 20.297 7.621
N 19.807 21.676 11.987
H 21.383 22.457 9.803
H 20.804 23.867 10.532
H 20.003 23.371 9.022
H 18.498 22.810 10.773
H 18.205 20.494 10.115
H 19.957 20.321 9.813
H 18.036 19.574 7.898
H 19.785 19.781 7.686
H 18.713 20.582 6.536
H 19.221 20.918 12.351
H 20.776 21.477 11.999
C 12.595 15.133 7.918
C 14.027 15.372 7.346
C 14.279 16.781 6.996
O 15.693 16.875 6.617
C 16.013 18.213 6.452
N 15.007 14.879 8.267
H 11.830 15.328 7.130
H 12.445 15.759 8.786
H 12.428 14.056 8.114
H 14.240 14.877 6.392
H 14.051 17.424 7.878
H 13.671 17.159 6.151
H 16.948 18.248 6.000
H 16.055 18.627 7.471
H 15.285 18.823 5.936
H 15.928 15.132 7.957
H 14.931 15.096 9.232
C 19.327 14.613 8.843
C 19.317 15.624 10.052
C 19.526 17.007 9.378
O 20.813 17.084 8.683
C 21.910 17.004 9.553
N 18.132 15.552 10.865
H 18.401 14.653 8.253
H 19.461 13.619 9.188
H 20.146 14.848 8.115
H 20.265 15.443 10.541
H 19.518 17.852 10.082
H 18.840 17.207 8.593
H 22.197 16.015 9.861
H 21.827 17.577 10.445
H 22.733 17.534 9.021
H 18.264 15.780 11.850
H 17.690 14.632 10.892
C 16.089 11.319 12.866
C 17.443 11.764 12.365
C 18.457 10.627 12.527
O 19.831 10.732 12.072
C 20.608 11.774 12.681
N 17.447 12.301 10.989
H 15.233 11.996 12.560
H 16.010 11.333 13.986
H 15.846 10.316 12.462
H 17.679 12.616 13.047
H 18.065 9.845 11.897
H 18.547 10.191 13.592
H 20.124 12.744 12.664
H 21.607 11.681 12.333
H 20.774 11.607 13.736
H 18.177 11.969 10.339
H 16.604 12.014 10.487
C 14.102 20.031 17.828
C 15.008 19.034 17.149
C 16.235 18.588 17.966
O 17.156 18.033 17.110
C 17.970 18.958 16.253
N 14.367 17.752 16.919
H 13.104 20.201 17.376
H 14.698 20.933 18.074
H 13.853 19.530 18.760
H 15.443 19.479 16.279
H 15.948 17.775 18.670
H 16.677 19.373 18.488
H 17.482 19.068 15.278
H 18.923 18.469 16.120
H 18.117 19.934 16.781
H 15.005 17.030 16.806
H 13.889 17.684 16.013
C 19.629 15.018 14.552
C 18.467 15.567 15.316
C 17.286 14.588 15.287
O 16.246 15.174 16.163
C 15.190 14.260 16.412
N 18.960 15.878 16.671
H 20.260 15.693 13.982
H 19.247 14.376 13.696
H 20.276 14.260 15.070
H 18.130 16.522 14.999
H 17.660 13.667 15.746
H 16.919 14.374 14.269
H 14.552 14.684 17.165
H 15.594 13.263 16.853
H 14.660 14.047 15.468
H 18.321 16.371 17.258
H 19.321 15.033 17.122
*
```

F_max   3.389 eV/Å
Molar mass   1130.297 g/mol
HOMO-LUMO gap   9.1 eV
Relative energy (zero: lowest compared OMol25 entry of this formula, charge and spin)   2.0 kcal/mol

Löwdin atomic charge list, values in e, 99 entries: atom 1 (O): 0.122, atom 2 (C): -0.336, atom 3 (O): 0.197, atom 4 (B): -0.925, atom 5 (O): 0.237, atom 6 (C): -0.359, atom 7 (O): 0.111, atom 8 (O): 0.246, atom 9 (C): -0.357, atom 10 (O): 0.103, atom 11 (C): -0.446, atom 12 (O): 0.198, atom 13 (O): 0.151, atom 14 (C): -0.084, atom 15 (C): -0.346, atom 16 (O): -0.118, atom 17 (H): 0.083, atom 18 (H): 0.047, atom 19 (H): 0.071, atom 20 (H): 0.095, atom 21 (H): 0.100, atom 22 (H): 0.017, atom 23 (C): -0.096, atom 24 (C): -0.263, atom 25 (O): -0.134, atom 26 (H): 0.046, atom 27 (H): 0.089, atom 28 (H): 0.037, atom 29 (H): 0.115, atom 30 (H): 0.097, atom 31 (H): 0.036, atom 32 (C): -0.065, atom 33 (C): -0.274, atom 34 (O): -0.102, atom 35 (H): 0.062, atom 36 (H): 0.063, atom 37 (H): 0.107, atom 38 (H): 0.098, atom 39 (H): 0.120, atom 40 (H): 0.058, atom 41 (C): -0.067, atom 42 (C): -0.306, atom 43 (O): -0.126, atom 44 (H): 0.045, atom 45 (H): 0.053, atom 46 (H): 0.030, atom 47 (H): 0.120, atom 48 (H): 0.078, atom 49 (H): 0.056, atom 50 (C): -0.082, atom 51 (C): -0.316, atom 52 (O): -0.099, atom 53 (H): 0.055, atom 54 (H): 0.067, atom 55 (H): 0.084, atom 56 (H): 0.105, atom 57 (H): 0.087, atom 58 (H): 0.053, atom 59 (C): -0.077, atom 60 (C): -0.386, atom 61 (C): -0.156, atom 62 (O): -0.205, atom 63 (C): -0.129, atom 64 (N): 0.080, atom 65 (H): 0.054, atom 66 (H): 0.076, atom 67 (H): 0.083, atom 68 (H): 0.136, atom 69 (H): 0.093, atom 70 (H): 0.141, atom 71 (H): 0.088, atom 72 (H): 0.073, atom 73 (H): 0.095, atom 74 (H): 0.075, atom 75 (H): 0.052, atom 76 (C): -0.048, atom 77 (C): -0.421, atom 78 (C): -0.242, atom 79 (O): -0.174, atom 80 (C): -0.083, atom 81 (N): 0.082, atom 82 (H): 0.075, atom 83 (H): 0.080, atom 84 (H): 0.074, atom 85 (H): 0.120, atom 86 (H): 0.084, atom 87 (H): 0.131, atom 88 (H): 0.105, atom 89 (H): 0.065, atom 90 (H): 0.073, atom 91 (H): 0.058, atom 92 (H): 0.024, atom 93 (C): -0.072, atom 94 (C): -0.482, atom 95 (C): -0.199, atom 96 (O): -0.198, atom 97 (C): -0.126, atom 98 (N): 0.060, atom 99 (H): 0.094

=====

# 2
10 unconnected molecules or ions with the total composition C46H119N7O19 at a distorted geometry, computed with wB97M-V/def2-TZVPD.

ORCA input file:
```
! RIJCOSX wB97M-V def2-TZVPD def2/J DEFGRID3
* xyz 0 1
C 0.167 2.236 0.891
O -0.693 1.892 -0.213
C -1.013 0.496 -0.138
C -1.912 -0.051 -1.202
C -3.155 0.729 -1.291
N -2.113 -1.543 -1.188
H -0.444 2.307 1.791
H 0.778 3.120 0.705
H 0.947 1.489 1.039
H -0.139 -0.146 -0.254
H -1.461 0.240 0.822
H -1.485 0.202 -2.172
H -3.640 0.834 -0.320
H -3.729 0.205 -2.056
H -2.816 1.713 -1.615
H -2.684 -1.903 -1.939
H -1.230 -1.965 -1.438
C -1.843 5.843 0.047
O -1.095 6.929 0.658
C -1.208 6.909 2.106
C -0.220 5.825 2.534
N -0.017 5.974 4.013
C 0.793 4.833 4.648
C 1.077 5.279 6.071
O 1.930 6.408 6.029
C 3.330 6.180 6.055
H -2.792 5.810 0.582
H -1.438 4.835 0.132
H -2.035 6.050 -1.006
H -2.170 6.829 2.612
H -0.719 7.859 2.324
H 0.729 5.887 2.001
H -0.508 4.795 2.324
H 0.274 6.877 4.360
H 1.688 4.675 4.048
H 0.201 3.919 4.600
H 1.497 4.437 6.622
H 0.152 5.524 6.593
H 3.976 7.003 6.361
H 3.571 5.698 5.108
H 3.556 5.375 6.754
C 2.518 -6.042 9.197
O 2.691 -5.591 7.872
C 1.869 -4.433 7.566
C 1.884 -4.329 6.011
N 3.024 -3.409 5.648
C 2.885 -1.944 5.915
C 1.553 -1.433 5.257
O 1.380 -1.781 3.911
C 0.734 -0.970 2.912
H 1.501 -6.296 9.495
H 2.764 -5.249 9.903
H 3.117 -6.911 9.470
H 2.172 -3.550 8.127
H 0.845 -4.557 7.919
H 0.866 -4.010 5.786
H 2.007 -5.294 5.520
H 3.882 -3.841 5.961
H 3.671 -1.279 5.556
H 2.801 -1.773 6.988
H 1.773 -0.369 5.170
H 0.584 -1.493 5.755
H -0.201 -0.669 3.383
H 0.672 -1.495 1.958
H 1.199 0.009 2.799
C 3.552 2.541 -7.914
O 2.377 2.177 -7.269
C 2.612 1.466 -6.051
C 1.394 0.708 -5.439
N 0.094 1.350 -5.373
C 0.242 2.436 -4.308
C -1.155 3.113 -4.054
O -1.509 3.817 -5.264
C -0.787 5.038 -5.709
H 3.347 3.329 -8.639
H 3.954 1.751 -8.548
H 4.375 2.910 -7.301
H 3.074 2.124 -5.314
H 3.271 0.613 -6.212
H 1.694 0.322 -4.465
H 1.365 -0.188 -6.059
H -0.078 1.789 -6.266
H 0.956 3.210 -4.592
H 0.603 2.108 -3.333
H -1.123 3.823 -3.228
H -1.852 2.306 -3.831
H -1.165 5.584 -6.573
H 0.213 4.702 -5.985
H -0.663 5.535 -4.747
C -7.367 -5.028 -0.491
O -7.419 -4.021 0.489
C -7.582 -2.674 -0.029
C -7.213 -1.697 1.090
N -5.795 -1.498 1.431
C -5.116 -2.748 1.510
C -3.713 -2.500 2.106
O -3.576 -2.381 3.517
C -4.197 -1.247 4.071
H -8.084 -4.835 -1.289
H -7.532 -6.002 -0.031
H -6.453 -5.064 -1.085
H -8.559 -2.449 -0.456
H -6.810 -2.546 -0.788
H -7.502 -2.084 2.067
H -7.769 -0.804 0.804
H -5.385 -1.158 0.573
H -5.138 -3.237 0.536
H -5.748 -3.354 2.160
H -3.174 -1.694 1.608
H -3.143 -3.401 1.880
H -3.913 -0.351 3.519
H -3.883 -1.200 5.114
H -5.283 -1.322 4.029
C 1.334 -1.575 -2.528
O 0.256 -2.418 -2.346
C 0.750 -3.684 -1.883
C -0.444 -4.462 -1.308
N -0.072 -5.747 -0.890
C -1.104 -6.646 -0.373
C -1.230 -6.229 1.141
O 0.062 -6.276 1.792
C -0.062 -5.788 3.125
H 1.930 -1.498 -1.618
H 0.978 -0.572 -2.760
H 2.175 -1.973 -3.096
H 1.594 -3.537 -1.210
H 1.145 -4.211 -2.751
H -1.263 -4.537 -2.024
H -0.693 -3.806 -0.474
H 0.498 -5.530 -0.084
H -0.773 -7.681 -0.462
H -2.086 -6.604 -0.843
H -1.823 -6.960 1.691
H -1.585 -5.199 1.127
H -0.265 -4.718 3.077
H 0.859 -5.924 3.692
H -0.838 -6.422 3.555
C 4.112 1.919 3.391
O 3.637 1.901 2.045
C 4.296 0.821 1.370
C 3.810 0.683 -0.066
N 4.090 1.769 -1.032
C 5.486 2.107 -1.327
C 6.236 1.002 -2.123
O 7.604 1.317 -2.147
C 8.550 0.389 -2.649
H 3.666 2.860 3.715
H 5.173 1.922 3.639
H 3.439 1.262 3.942
H 4.253 -0.186 1.784
H 5.340 1.133 1.412
H 2.731 0.604 0.060
H 4.326 -0.213 -0.408
H 3.404 2.502 -1.143
H 6.134 2.519 -0.554
H 5.309 3.024 -1.889
H 5.943 0.775 -3.148
H 6.231 0.091 -1.525
H 8.550 0.575 -3.723
H 8.571 -0.651 -2.324
H 9.542 0.776 -2.417
O -2.302 -2.485 -5.391
C -1.712 -1.247 -5.585
C -2.600 -0.098 -6.174
O -3.184 -0.596 -7.326
H -2.216 -2.937 -6.233
H -1.171 -1.091 -4.652
H -0.900 -1.476 -6.275
H -2.229 0.903 -6.392
H -3.436 0.058 -5.492
H -2.488 -0.671 -7.983
O -3.601 -2.622 -3.033
C -4.126 -3.956 -2.903
C -5.274 -4.227 -3.883
O -6.507 -3.550 -3.517
H -3.252 -2.541 -3.924
H -3.297 -4.609 -3.177
H -4.299 -4.221 -1.861
H -5.522 -5.268 -3.673
H -4.793 -4.000 -4.834
H -6.414 -2.655 -3.852
O 1.965 4.079 -1.372
C 1.773 5.507 -1.500
C 3.142 6.216 -1.102
O 3.210 7.639 -1.361
H 1.125 3.667 -1.586
H 1.509 5.636 -2.549
H 0.959 5.795 -0.834
H 3.928 5.740 -1.688
H 3.495 5.996 -0.095
H 3.713 7.946 -2.120
*
```

F_max   3.733 eV/Å
Molar mass   1074.488 g/mol
HOMO-LUMO gap   8.6 eV
Relative energy (zero: lowest compared OMol25 entry of this formula, charge and spin)   0.0 kcal/mol

Löwdin atomic charge list, values in e, 99 entries: atom 1 (C): -0.091, atom 2 (O): -0.174, atom 3 (C): -0.207, atom 4 (C): -0.453, atom 5 (C): -0.061, atom 6 (N): 0.095, atom 7 (H): 0.092, atom 8 (H): 0.075, atom 9 (H): 0.050, atom 10 (H): 0.110, atom 11 (H): 0.122, atom 12 (H): 0.115, atom 13 (H): 0.085, atom 14 (H): 0.083, atom 15 (H): 0.069, atom 16 (H): 0.000, atom 17 (H): 0.013, atom 18 (C): -0.095, atom 19 (O): -0.212, atom 20 (C): -0.188, atom 21 (C): -0.208, atom 22 (N): -0.057, atom 23 (C): -0.173, atom 24 (C): -0.228, atom 25 (O): -0.200, atom 26 (C): -0.094, atom 27 (H): 0.084, atom 28 (H): 0.064, atom 29 (H): 0.083, atom 30 (H): 0.124, atom 31 (H): 0.122, atom 32 (H): 0.112, atom 33 (H): 0.091, atom 34 (H): 0.094, atom 35 (H): 0.096, atom 36 (H): 0.111, atom 37 (H): 0.113, atom 38 (H): 0.124, atom 39 (H): 0.091, atom 40 (H): 0.076, atom 41 (H): 0.076, atom 42 (C): -0.137, atom 43 (O): -0.188, atom 44 (C): -0.196, atom 45 (C): -0.152, atom 46 (N): -0.062, atom 47 (C): -0.157, atom 48 (C): -0.231, atom 49 (O): -0.220, atom 50 (C): -0.065, atom 51 (H): 0.079, atom 52 (H): 0.079, atom 53 (H): 0.085, atom 54 (H): 0.109, atom 55 (H): 0.110, atom 56 (H): 0.104, atom 57 (H): 0.103, atom 58 (H): 0.098, atom 59 (H): 0.105, atom 60 (H): 0.091, atom 61 (H): 0.094, atom 62 (H): 0.120, atom 63 (H): 0.085, atom 64 (H): 0.089, atom 65 (H): 0.059, atom 66 (C): -0.144, atom 67 (O): -0.174, atom 68 (C): -0.205, atom 69 (C): -0.219, atom 70 (N): -0.012, atom 71 (C): -0.165, atom 72 (C): -0.173, atom 73 (O): -0.236, atom 74 (C): -0.038, atom 75 (H): 0.086, atom 76 (H): 0.084, atom 77 (H): 0.088, atom 78 (H): 0.114, atom 79 (H): 0.116, atom 80 (H): 0.088, atom 81 (H): 0.105, atom 82 (H): 0.100, atom 83 (H): 0.096, atom 84 (H): 0.101, atom 85 (H): 0.105, atom 86 (H): 0.106, atom 87 (H): 0.089, atom 88 (H): 0.063, atom 89 (H): 0.077, atom 90 (C): -0.116, atom 91 (O): -0.213, atom 92 (C): -0.185, atom 93 (C): -0.191, atom 94 (N): -0.067, atom 95 (C): -0.215, atom 96 (C): -0.193, atom 97 (O): -0.192, atom 98 (C): -0.126, atom 99 (H): 0.083